The following is a quantum chemistry calculation of a 2-piece molecular cluster, CH3N2O2 overall, from the Open Molecules 2025 dataset.

Atoms and positions in Å:
C  3.0699  -0.2978  0.0612
N  0.2334  -0.0777  0.0930
N  0.0367  1.3281  -0.2136
O  3.5106  0.7966  0.2153
O  3.2824  -1.4158  -0.2852
H  0.1721  -0.4890  -0.8944
H  1.2816  -0.3107  0.4859
H  -0.0402  1.8341  0.8300

Values from the calculation:
* energy above the lowest of the compared OMol25 structures with the same formula, charge and spin: 67.4 kcal per mole
* net charge: -1
* HOMO (spin up / spin down): -0.1180 / -0.0450 Ha
* total energy: -8158.5937 eV
* multiplicity: 1
* HOMO-LUMO gap (spin up / spin down): 7.3 / 5.5 eV

These are the Mulliken partial charges, in e, on atoms 1 to 4: C 0.1730; N -0.4437; N -0.5009; O -0.4136

=====

The following is a quantum chemistry calculation of a single C4H7N3 molecule, from the Open Molecules 2025 dataset.

Atoms and positions in Å:
N  -2.2430  0.1660  0.3579
C  -0.9070  0.0328  -0.1118
C  0.0569  -1.1506  -0.0574
C  1.0924  -0.3245  0.1947
N  2.4554  -0.4422  0.3334
C  0.2273  0.9210  0.1870
N  -0.4335  0.9690  -1.1526
H  -2.8852  -0.2244  -0.3269
H  -2.3581  -0.3760  1.2097
H  -0.0105  -2.1770  -0.4031
H  2.9893  0.3654  0.0445
H  2.8479  -1.3087  -0.0089
H  0.2433  1.7811  0.8473
H  -1.0753  1.7682  -1.1138

Values from the calculation:
* SMILES: NC1=C[C@]2(N)N[C@H]12
* energy above the lowest of the compared OMol25 structures with the same formula, charge and spin: 64.8 kcal per mole
* HOMO: -0.2865 Ha
* total energy: -8728.8695 eV
* multiplicity: 1
* HOMO-LUMO gap: 8.9 eV

These are the Mulliken partial charges, in e, on atoms 1 to 4: N -0.6303; C 0.7214; C -0.8998; C 0.2941

=====

The following is a quantum chemistry calculation of a 2-piece molecular cluster, C4H10OS overall, from the Open Molecules 2025 dataset.

Atoms and positions in Å:
C  -1.3229  2.0907  -0.6448
C  1.6295  -0.5110  -0.0627
C  -2.3288  -1.5203  0.1317
C  2.7765  0.3736  0.5648
O  -1.5297  -0.3904  0.4464
S  -0.8593  0.5721  -0.7701
H  -1.3431  2.8672  -1.4094
H  -1.6017  2.6684  0.2695
H  1.6463  -0.8906  -1.1710
H  1.4308  -1.4071  0.5503
H  -2.9954  -1.7872  0.9752
H  -1.6471  -2.3741  -0.1808
H  -2.9786  -1.3420  -0.7071
H  3.7306  0.0196  0.2624
H  2.6340  1.2495  0.0660
H  2.7590  0.3817  1.6795

Values from the calculation:
* energy above the lowest of the compared OMol25 structures with the same formula, charge and spin: 131.5 kcal per mole
* HOMO (spin up / spin down): -0.2629 / -0.2903 Ha
* total energy: -17187.1241 eV
* multiplicity: 1
* HOMO-LUMO gap (spin up / spin down): 8.0 / 8.1 eV

These are the Mulliken partial charges, in e, on atoms 1 to 4: C -0.6008; C -0.6916; C -0.5613; C -0.8142

=====

The following is a quantum chemistry calculation of a 2-piece molecular cluster, C4H9O2 overall, from the Open Molecules 2025 dataset.

Atoms and positions in Å:
C  0.9219  -0.1865  2.1113
C  1.9708  -1.1305  2.7039
H  -0.0758  -0.5354  2.3748
H  1.0184  0.8213  2.5196
H  0.9223  -0.2218  1.0251
H  1.9539  -2.0047  2.0683
H  1.7084  -1.3657  3.7440
H  2.9520  -0.6699  2.8474
C  -1.4393  1.5625  -1.3767
C  -0.7106  0.2136  -1.4117
O  0.0319  -0.0450  -2.3706
O  -1.0235  -0.4954  -0.4084
H  -2.3147  1.3801  -2.0215
H  -1.0206  2.3293  -2.0592
H  -1.6228  1.9120  -0.3715

Values from the calculation:
* energy above the lowest of the compared OMol25 structures with the same formula, charge and spin: 10.8 kcal per mole
* net charge: -1
* HOMO: -0.1420 Ha
* total energy: -8390.0225 eV
* multiplicity: 1
* HOMO-LUMO gap: 7.8 eV

These are the Mulliken partial charges, in e, on atoms 1 to 4: C -0.6422; C -0.8861; H 0.2488; H 0.3150

=====

Question: Among the records above, which one has the highest energy above the lowest of the compared OMol25 structures with the same formula, charge and spin?
Answer: C4H10OS

=====

Repeat the fourth record exactly.
The following is a quantum chemistry calculation of a 2-piece molecular cluster, C4H9O2 overall, from the Open Molecules 2025 dataset.

Atoms and positions in Å:
C  0.9219  -0.1865  2.1113
C  1.9708  -1.1305  2.7039
H  -0.0758  -0.5354  2.3748
H  1.0184  0.8213  2.5196
H  0.9223  -0.2218  1.0251
H  1.9539  -2.0047  2.0683
H  1.7084  -1.3657  3.7440
H  2.9520  -0.6699  2.8474
C  -1.4393  1.5625  -1.3767
C  -0.7106  0.2136  -1.4117
O  0.0319  -0.0450  -2.3706
O  -1.0235  -0.4954  -0.4084
H  -2.3147  1.3801  -2.0215
H  -1.0206  2.3293  -2.0592
H  -1.6228  1.9120  -0.3715

Values from the calculation:
* energy above the lowest of the compared OMol25 structures with the same formula, charge and spin: 10.8 kcal per mole
* net charge: -1
* HOMO: -0.1420 Ha
* total energy: -8390.0225 eV
* multiplicity: 1
* HOMO-LUMO gap: 7.8 eV

These are the Mulliken partial charges, in e, on atoms 1 to 4: C -0.6422; C -0.8861; H 0.2488; H 0.3150